(1)
The following is a quantum chemistry calculation of a 3-piece molecular cluster, C17H48N7O7P3 overall in a non-equilibrium geometry, from the OMol25 dataset.

Geometry as XYZ:
```
82
Properties=species:S:1:pos:R:3:forces:R:3
C 0.0212 0.7308 -0.1144 0.07 -0.21 0.29
C 0.7029 -0.6500 -0.2202 0.00 0.47 -0.38
C 2.1393 -0.6322 0.2135 -0.02 -0.69 0.15
O 2.5723 -1.2780 1.1404 0.06 0.46 0.08
O 2.9371 0.1526 -0.5507 -0.41 0.25 0.31
C 4.0791 0.6641 0.1390 0.45 0.11 -0.18
C 3.6723 1.7591 1.1410 -0.08 -0.19 -0.38
P 4.1216 1.4318 2.8690 0.84 -0.01 0.08
O 5.7661 1.1039 2.4712 -0.33 0.09 0.08
O 2.5406 1.8551 3.5347 -0.04 -0.09 0.02
N 1.4810 0.9936 3.1826 0.09 0.08 -0.06
O 1.3613 0.1140 3.9427 -0.05 -0.01 0.09
H 0.7272 1.5560 -0.0986 0.02 0.03 -0.18
H -0.5379 0.7809 0.8167 -0.06 0.11 0.02
H -0.6660 0.8937 -0.9380 -0.04 0.06 -0.02
H 0.1728 -1.3647 0.3993 0.08 -0.24 -0.08
H 0.6711 -0.9712 -1.2631 0.06 -0.15 0.02
H 4.6466 -0.1406 0.5947 -0.14 -0.14 0.06
H 4.7170 1.0912 -0.6276 -0.09 -0.01 -0.16
H 2.6168 1.9824 1.0066 -0.06 0.00 0.21
H 4.2168 2.6661 0.8773 0.05 0.08 0.19
H 4.5913 2.5011 3.6169 -0.24 0.15 0.00
H 4.0399 0.1675 3.4566 -0.45 -0.07 -0.13
H 5.8911 0.1575 2.3795 0.25 -0.10 -0.05
O -1.7404 -4.8870 -0.7557 -1.62 -1.96 0.51
P -0.5881 -5.8119 -0.6688 3.78 2.30 -0.65
N 0.3250 -5.3278 0.6810 0.18 -0.08 -0.62
C 1.5677 -4.5850 0.7252 0.18 -0.03 0.12
C -0.3898 -5.3880 1.9447 -0.28 -0.21 0.04
N 0.1535 -5.5614 -2.2248 -0.04 0.31 0.01
C 1.5167 -5.0970 -2.4307 0.17 -0.26 -0.03
C -0.7330 -4.9856 -3.2358 -0.18 0.15 0.15
N -0.2362 -7.4304 -0.5509 -2.40 -0.73 0.33
C 0.9852 -7.9690 0.0117 0.15 0.16 0.36
C -1.0308 -8.3409 -1.3671 0.08 0.03 -0.20
H 2.1807 -4.9445 1.5592 -0.08 0.04 0.07
H 1.4167 -3.5095 0.8606 0.02 -0.01 0.02
H 2.1728 -4.7362 -0.1603 -0.07 -0.05 0.02
H -0.3161 -6.3826 2.4058 0.03 0.05 0.05
H -1.4496 -5.1570 1.8155 0.02 0.02 -0.02
H 0.0161 -4.6586 2.6454 0.06 0.03 -0.06
H 1.7400 -4.1634 -1.9057 0.02 0.05 -0.15
H 1.6717 -4.9036 -3.4931 -0.08 -0.07 -0.03
H 2.2587 -5.8528 -2.1579 -0.02 0.06 0.20
H -0.8028 -3.8928 -3.1671 -0.01 0.00 -0.06
H -1.7406 -5.3804 -3.1392 0.00 0.02 0.05
H -0.3645 -5.2631 -4.2258 0.10 0.03 0.03
H 1.8822 -7.4564 -0.3426 -0.03 0.02 -0.04
H 1.0691 -9.0154 -0.2800 -0.07 0.02 -0.08
H 0.9871 -7.9349 1.1035 0.01 0.06 -0.01
H -0.5855 -8.4939 -2.3572 0.01 -0.03 0.01
H -2.0371 -7.9432 -1.5097 0.03 0.07 -0.01
H -1.1422 -9.3076 -0.8740 0.04 0.01 0.04
O -1.0321 3.6707 -0.4654 0.19 -0.73 2.46
P -1.9261 4.7857 -0.0822 -1.28 2.29 -3.68
N -3.4433 4.4496 -0.7798 0.37 0.45 -0.05
C -4.0623 5.0243 -1.9528 -0.19 0.09 -0.01
C -4.0471 3.2084 -0.3214 0.09 -0.13 0.31
N -1.0672 6.1457 -0.7465 0.11 -0.18 -0.26
C -1.6035 7.0647 -1.7386 -0.14 0.24 0.17
C 0.3532 5.9026 -0.9992 0.01 -0.27 -0.06
N -2.5135 5.5651 1.2576 0.97 -1.63 1.66
C -3.7617 6.2990 1.3058 -0.35 -0.17 -0.17
C -1.5666 5.8226 2.3377 0.12 0.16 -0.07
H -5.1447 5.0937 -1.7985 0.00 -0.10 -0.01
H -3.8876 4.4335 -2.8614 0.02 0.01 0.02
H -3.7302 6.0386 -2.1359 0.00 -0.05 0.04
H -4.6346 3.3575 0.5943 -0.05 -0.03 -0.05
H -3.2898 2.4491 -0.1129 0.01 0.02 -0.02
H -4.7087 2.8014 -1.0858 0.02 0.07 -0.06
H -1.9832 6.5628 -2.6331 0.13 0.08 -0.07
H -0.8101 7.7358 -2.0699 0.06 -0.01 0.10
H -2.3829 7.7119 -1.3262 -0.13 -0.16 -0.02
H 0.5346 5.4038 -1.9594 0.05 0.03 0.00
H 0.7839 5.2767 -0.2221 -0.03 -0.03 -0.01
H 0.8821 6.8579 -0.9821 -0.07 0.04 -0.07
H -3.9030 6.9597 0.4477 0.06 0.00 -0.01
H -3.7638 6.9200 2.2009 0.11 -0.01 0.01
H -4.6282 5.6369 1.3680 0.02 -0.01 -0.06
H -1.0601 6.7866 2.2125 -0.03 0.02 0.02
H -0.8030 5.0433 2.3678 0.00 0.00 -0.07
H -2.0688 5.8073 3.3057 -0.05 0.00 -0.02
```
Positions in Å, forces in eV/Å.

The HOMO energy comes out at -8.122 eV. For the LUMO energy, the calculation gives 0.33 eV. As for the SMILES: CCC(=O)OCC[PH2](O)ON=O.CN(C)P(=O)(N(C)C)N(C)C.CN(C)P(=O)(N(C)C)N(C)C. The value obtained for the gap between HOMO and LUMO is 8.46 eV.

These are the Löwdin partial charges, in e, on atoms 1 to 8: C -0.08; C -0.12; C -0.50; O 0.08; O 0.00; C -0.20; C -0.22; P 0.80


(2)
The following is a quantum chemistry calculation of C17H49NaO8S7 as an isolated structure in a non-equilibrium geometry, from the OMol25 dataset.

Geometry as XYZ:
```
82
Properties=species:S:1:pos:R:3:forces:R:3
Na -0.0030 1.3159 3.5885 0.08 0.16 -1.45
C -0.6265 0.2197 -0.7703 0.12 -0.20 -0.33
C 0.0590 0.3259 0.5873 -1.74 0.70 1.32
C 1.4852 -0.1876 0.4447 0.24 1.79 -0.87
O -0.2386 1.5532 1.1874 1.23 -0.63 0.59
H -1.4894 0.8643 -0.9376 -0.01 0.19 0.59
H -0.9642 -0.7994 -0.9588 0.25 -0.15 -0.25
H 0.1245 0.5276 -1.4979 -0.09 -0.20 -0.50
H -0.3414 -0.4427 1.2484 -0.81 -0.89 0.26
H 1.8909 0.3596 -0.4062 0.41 0.08 -0.22
H 1.4631 -1.2380 0.1545 0.36 -0.15 0.51
H 2.0913 0.1514 1.2849 -0.06 -0.80 0.25
C -0.3427 3.2597 -3.1234 0.60 0.29 0.31
S -0.9462 4.8313 -2.4258 1.84 -1.23 1.36
O -0.3057 4.8389 -1.0240 -1.43 0.24 -2.30
C -2.6295 4.2929 -2.3334 -2.07 0.34 0.96
H 0.6924 3.4347 -3.4169 -0.04 -0.05 -0.15
H -0.9230 2.8532 -3.9517 -0.05 0.23 0.05
H -0.3276 2.5970 -2.2581 -0.15 -0.10 -0.05
H -3.1328 5.2233 -2.0705 -0.40 -0.05 0.04
H -2.9235 3.5729 -1.5697 0.94 0.02 0.61
H -3.1738 3.8633 -3.1744 0.81 0.44 -0.85
C -1.3655 -2.2074 -3.1904 -1.28 -1.78 1.00
S -2.4137 -3.3108 -4.3239 2.56 -2.58 -0.68
O -1.4219 -4.2464 -5.0918 -1.68 2.08 1.10
C -3.2381 -4.5456 -3.1981 -0.49 1.31 1.11
H -1.1701 -1.2182 -3.6045 -0.07 -0.37 -0.01
H -0.5276 -2.7300 -2.7290 0.67 -0.13 -1.15
H -1.9391 -2.2056 -2.2635 -0.77 0.92 -0.16
H -3.8765 -3.9986 -2.5043 -0.28 0.46 -0.14
H -2.6357 -5.1356 -2.5073 0.74 -0.05 -0.71
H -3.9336 -5.1700 -3.7588 0.49 0.11 -0.44
C -7.2418 0.5787 -2.1056 0.59 -0.16 -0.34
S -5.9236 -0.5972 -1.6643 -0.02 -2.17 -1.11
O -5.9921 -1.8688 -2.5640 0.09 2.45 1.45
C -4.4551 0.3357 -2.2681 -0.76 0.36 0.38
H -8.2501 0.2914 -1.8073 0.35 -0.42 0.29
H -7.2464 0.7062 -3.1881 0.15 0.31 0.03
H -6.9239 1.4557 -1.5419 -0.26 0.30 -0.28
H -4.4120 0.2026 -3.3491 0.36 -0.31 0.14
H -3.6163 -0.0002 -1.6586 0.11 -0.49 -0.56
H -4.4954 1.4029 -2.0500 -0.48 0.08 0.05
C 1.1068 -1.7852 5.9545 0.52 1.18 0.40
S 2.3777 -0.8800 4.9736 1.68 -0.22 -0.22
O 1.7395 -0.1425 3.8228 -0.58 0.02 1.09
C 3.0094 0.4253 6.1431 -1.52 0.81 0.21
H 0.6949 -2.5723 5.3229 -0.01 0.33 -0.09
H 0.3862 -1.0738 6.3579 -0.35 -0.13 -0.31
H 1.5827 -2.2393 6.8236 0.32 -0.05 -0.16
H 3.3919 0.0840 7.1051 -0.34 -0.36 -0.16
H 2.1741 1.1188 6.2401 -0.91 -0.49 0.86
H 3.6373 1.2580 5.8262 1.10 -1.08 -1.26
C 7.3440 0.2088 1.2679 -0.86 -1.34 -0.75
S 6.4860 0.7395 2.7913 -0.62 1.56 -1.54
O 6.7120 2.2482 2.8209 -0.41 -1.78 0.39
C 4.7049 0.5370 2.1432 0.28 -0.08 -0.41
H 6.8190 -0.6302 0.8112 -0.41 -0.46 0.51
H 8.3346 -0.2196 1.4205 0.16 0.81 0.30
H 7.2365 0.8899 0.4238 0.48 0.81 0.59
H 4.4499 -0.2606 1.4454 0.95 -0.50 -0.06
H 4.5005 1.4267 1.5476 0.05 0.37 0.48
H 3.9540 0.3583 2.9128 0.40 0.64 0.41
C 3.7762 -0.4752 -2.6730 0.32 0.36 -0.76
S 5.0317 0.9256 -2.4059 -1.00 -0.32 -1.04
O 5.7718 1.0855 -3.7126 -0.66 -0.13 1.14
C 3.8302 2.3595 -2.3155 0.02 -0.09 -0.58
H 3.4180 -0.5248 -3.7012 0.07 0.97 -0.29
H 2.8846 -0.3986 -2.0506 0.45 -0.09 0.38
H 4.2822 -1.4406 -2.6573 0.24 0.12 0.93
H 4.1905 3.0270 -3.0983 0.15 -0.08 -0.04
H 3.8073 2.9325 -1.3886 0.33 -0.47 0.22
H 2.8040 2.0957 -2.5714 0.09 -0.32 0.04
C -2.2009 -1.4320 3.7882 -0.50 -0.55 0.88
S -3.7260 -2.3507 3.1945 0.30 1.93 0.32
O -4.8149 -1.3063 3.1965 0.77 -0.99 0.05
C -3.0856 -2.3668 1.5226 -1.55 0.15 -0.17
H -1.9011 -0.7012 3.0372 -0.03 -0.05 0.02
H -1.3950 -2.0997 4.0929 0.10 -0.31 -0.66
H -2.4630 -0.9817 4.7457 -0.44 0.35 -0.17
H -2.2307 -3.0426 1.4989 0.09 0.45 -0.51
H -3.0477 -1.3144 1.2414 1.18 0.08 0.13
H -3.9338 -2.6382 0.8941 0.11 -0.98 -0.03
```
Positions in Å, forces in eV/Å.

The HOMO energy comes out at -7.014 eV. For the LUMO energy, the calculation gives -0.94 eV. The relative energy (zero: lowest compared OMol25 entry of this formula, charge and spin) comes out at 348.4 kJ/mol. The value obtained for the gap between HOMO and LUMO is 6.08 eV.

These are the Löwdin partial charges, in e, on atoms 1 to 8: Na 0.58; C -0.07; C -0.66; C -0.07; O -0.33; H 0.06; H 0.04; H 0.06


(3)
The following is a quantum chemistry calculation of C17H50BCl3F2I2N8O6P4ScSi as an isolated structure, from the OMol25 dataset.

Geometry as XYZ:
```
95
Properties=species:S:1:pos:R:3:forces:R:3
Sc -0.0295 0.6420 -0.2027 -0.16 -0.09 0.17
C 2.8739 3.6956 -3.6518 -0.03 0.03 -0.04
N 3.2771 3.3275 -2.3002 -0.02 0.03 0.04
C 4.6800 3.5743 -2.0122 0.05 -0.04 0.05
P 2.0721 3.0926 -1.2175 -0.11 -0.02 -0.01
O 1.0728 2.0903 -1.6691 0.03 0.04 0.00
O 2.9132 2.5926 0.0779 0.03 0.09 -0.03
P 3.0167 1.1070 0.6625 -0.17 -0.32 -0.18
O 2.0020 0.1654 0.0685 -0.01 -0.02 0.01
N 4.4896 0.5492 0.2193 0.08 0.06 0.30
C 5.6692 1.1745 0.8089 0.01 0.04 0.01
C 4.7104 -0.8175 -0.2366 -0.03 -0.02 -0.09
N 2.9508 1.3532 2.2655 0.14 0.06 -0.03
C 2.3819 2.5192 2.9389 0.01 0.02 -0.05
C 2.8961 0.1276 3.0631 0.02 -0.08 0.00
N 1.3729 4.5210 -0.8547 0.14 -0.08 -0.02
C 2.2132 5.6131 -0.3793 0.03 0.03 -0.04
C -0.0323 4.6373 -0.4684 -0.02 -0.05 -0.04
H 3.0795 4.7520 -3.8494 -0.01 -0.01 -0.01
H 1.8080 3.5175 -3.7914 0.00 0.00 0.02
H 3.4216 3.0907 -4.3786 0.01 0.02 0.01
H 4.9428 4.6145 -2.2304 0.01 -0.01 0.01
H 5.3054 2.9272 -2.6318 0.00 0.01 0.00
H 4.9030 3.3690 -0.9693 -0.01 -0.01 -0.02
H 5.4511 2.1941 1.1247 -0.02 -0.01 -0.01
H 6.4708 1.2096 0.0696 0.01 -0.02 0.01
H 6.0185 0.6181 1.6839 0.02 0.00 -0.01
H 3.8010 -1.2141 -0.6779 0.00 0.00 0.01
H 5.0199 -1.4659 0.5894 0.00 -0.01 -0.02
H 5.4999 -0.8183 -0.9901 0.00 0.00 0.00
H 2.5072 3.4063 2.3248 -0.04 -0.02 0.00
H 2.9218 2.6623 3.8759 -0.01 0.00 0.00
H 1.3207 2.3771 3.1414 -0.01 0.03 0.01
H 3.3851 -0.6984 2.5420 0.01 0.02 -0.01
H 1.8588 -0.1618 3.2554 0.01 -0.01 0.03
H 3.4088 0.2905 4.0115 -0.01 -0.01 0.00
H 3.2119 5.5496 -0.8113 -0.01 -0.02 0.02
H 2.2990 5.6047 0.7116 0.01 0.02 -0.01
H 1.7767 6.5646 -0.6853 0.00 -0.01 0.00
H -0.5917 3.7946 -0.8653 0.00 0.02 0.02
H -0.4233 5.5650 -0.8907 -0.01 0.00 0.02
H -0.1482 4.6477 0.6163 -0.02 -0.01 -0.01
I -1.5621 -3.9186 2.4338 -0.08 0.02 -0.08
C 0.5388 -3.8018 2.6143 0.01 -0.03 0.12
I 1.5787 -3.3948 0.8202 0.03 0.02 -0.08
H 0.8873 -4.7536 2.9931 0.02 0.01 -0.01
H 0.7521 -2.9972 3.3056 0.00 0.03 0.02
C -3.7394 2.8370 -2.7535 -0.01 0.01 0.04
N -3.1941 1.7338 -3.5453 0.00 -0.16 0.10
C -4.1407 1.1234 -4.4723 0.07 -0.01 -0.09
P -1.8745 0.9372 -3.0289 -0.13 0.12 0.14
O -1.5435 1.2566 -1.6113 0.14 0.25 -0.13
O -2.2196 -0.6464 -3.1110 0.13 -0.10 -0.12
P -1.9758 -1.7399 -1.9289 -0.03 0.18 0.09
O -0.8918 -1.2635 -1.0184 0.29 0.10 -0.06
N -3.3759 -1.9607 -1.1463 0.04 -0.09 0.06
C -4.5671 -2.4151 -1.8516 -0.01 -0.02 -0.05
C -3.6174 -1.5011 0.2173 0.03 -0.03 0.05
N -1.7040 -3.0857 -2.8079 -0.12 0.02 0.00
C -0.9981 -3.0976 -4.0816 0.05 0.07 -0.02
C -1.5873 -4.3465 -2.0706 0.02 -0.01 0.06
N -0.6692 1.1807 -4.1018 -0.12 -0.13 -0.13
C -0.8912 1.6979 -5.4481 0.02 0.07 0.01
C 0.5373 0.3647 -4.0062 0.06 -0.04 0.04
H -4.1081 3.6067 -3.4327 -0.01 0.00 0.02
H -2.9689 3.2665 -2.1192 0.00 -0.02 0.00
H -4.5611 2.4954 -2.1188 -0.01 0.03 -0.01
H -4.5589 1.8959 -5.1190 0.00 -0.01 0.00
H -4.9578 0.6331 -3.9357 0.00 0.00 -0.02
H -3.6456 0.3859 -5.1022 -0.01 -0.01 0.01
H -4.3352 -2.6488 -2.8889 0.00 0.00 0.01
H -5.3356 -1.6383 -1.8263 -0.01 -0.01 -0.02
H -4.9665 -3.3137 -1.3757 -0.01 0.02 0.00
H -2.6705 -1.2958 0.7081 -0.03 -0.02 -0.03
H -4.1288 -2.2882 0.7753 -0.01 0.01 -0.02
H -4.2378 -0.6016 0.2245 0.04 0.01 0.02
H -1.1973 -2.1856 -4.6373 0.01 0.00 0.01
H -1.3567 -3.9424 -4.6710 0.01 0.00 0.01
H 0.0816 -3.2091 -3.9401 0.00 0.01 -0.02
H -2.1270 -4.2906 -1.1269 -0.01 0.01 0.00
H -0.5407 -4.5711 -1.8481 -0.02 -0.03 -0.01
H -2.0110 -5.1514 -2.6725 0.01 0.00 0.01
H -1.7448 2.3693 -5.4655 0.00 -0.02 0.00
H -1.0460 0.8870 -6.1677 -0.02 0.02 -0.01
H -0.0069 2.2582 -5.7567 -0.01 0.00 0.01
H 0.6450 -0.0805 -3.0184 -0.04 0.00 -0.02
H 1.4155 0.9881 -4.1744 -0.01 0.00 0.02
H 0.5195 -0.4366 -4.7510 0.00 -0.01 -0.01
F -2.1804 1.1599 1.2623 -0.12 -0.12 0.04
B -1.2199 0.3284 1.8096 -0.13 0.32 0.06
F 0.3016 2.1663 0.9421 -0.06 0.03 -0.06
Cl -1.3439 2.1618 4.6200 -0.04 -0.05 0.04
Si -1.6609 0.2899 3.8167 0.11 -0.07 -0.25
Cl -0.5149 -1.0199 4.9260 0.03 -0.01 0.08
Cl -3.6381 -0.2206 4.0965 0.05 0.00 0.06
```
Positions in Å, forces in eV/Å.

The HOMO energy comes out at -9.213 eV. For the LUMO energy, the calculation gives -1.91 eV. The relative energy (zero: lowest compared OMol25 entry of this formula, charge and spin) comes out at 227.6 kJ/mol. As for the total charge: +1. The value obtained for the gap between HOMO and LUMO is 7.30 eV.

These are the Löwdin partial charges, in e, on atoms 1 to 8: Sc 0.86; C -0.09; N -0.29; C -0.09; P 0.51; O -0.31; O -0.25; P 0.51